Entry from the Open Molecules 2025 dataset: 3 unconnected molecules or ions with the total composition C19H18IO10P (wB97M-V/def2-TZVPD).

As for the gap between HOMO and LUMO: 6.95 eV. The electronic energy is -57854.0623 eV. Its HOMO energy is -0.3249 hartree.

Atoms and positions in Å:
1 C 8.231 0.264 -0.948
2 C 7.593 0.091 -1.980
3 C 6.489 -0.162 -3.044
4 P 5.861 -1.940 -3.125
5 C 3.965 -1.811 -3.122
6 C 3.590 -1.091 -1.743
7 C 2.332 -0.124 -1.835
8 I 2.778 1.857 -2.605
9 C 6.284 -3.003 -1.620
10 O 6.075 -4.236 -1.774
11 O 6.717 -2.543 -0.474
12 H 8.788 0.419 0.009
13 H 6.929 0.087 -4.057
14 H 5.594 0.533 -2.893
15 H 6.307 -2.568 -4.343
16 H 3.581 -1.230 -4.015
17 H 3.597 -2.885 -3.098
18 H 4.442 -0.527 -1.258
19 H 3.309 -1.920 -1.007
20 H 1.863 -0.063 -0.800
21 H 1.580 -0.632 -2.527
22 C -2.287 -0.587 -2.323
23 C -3.324 -0.627 -1.481
24 C -3.664 0.537 -0.609
25 O -4.628 0.468 0.132
26 C -2.809 1.723 -0.681
27 C -1.770 1.761 -1.521
28 C -1.447 0.608 -2.412
29 O -0.502 0.689 -3.178
30 O -0.967 2.847 -1.599
31 O -4.110 -1.722 -1.383
32 H -2.031 -1.422 -2.962
33 H -3.056 2.552 -0.031
34 H -0.295 2.628 -2.275
35 H -4.785 -1.500 -0.711
36 C -5.271 1.179 3.405
37 C -5.852 0.136 4.006
38 C -5.646 -0.140 5.459
39 O -6.208 -1.089 5.975
40 C -4.761 0.754 6.209
41 C -4.177 1.794 5.607
42 C -4.405 2.085 4.160
43 O -3.869 3.054 3.652
44 O -3.354 2.629 6.283
45 O -6.654 -0.715 3.324
46 H -5.414 1.391 2.354
47 H -4.605 0.533 7.256
48 H -3.064 3.294 5.629
49 H -6.949 -1.377 3.979

Atomic partial charges in e from the natural (NBO) method, atoms 1 to 4: number 1, C, carries -0.169; number 2, C, carries -0.050; number 3, C, carries -0.778; number 4, P, carries 1.058